Record 1
DFT (ωB97M-V/def2-TZVPD) results for a 6-piece molecular cluster, C27H37F5N3O19 overall.

Last column: Löwdin charge in e.
Positions of all 91 atoms, in Å:
C  2.504  -5.319  1.471  -0.144
C  2.068  -4.826  2.988  -0.258
C  0.419  -4.740  3.192  -0.204
C  -0.023  -3.267  2.551  -0.210
C  0.386  -1.995  3.537  -0.210
C  0.065  -0.527  2.805  -0.180
C  0.963  -0.449  1.428  -0.230
N  1.846  0.775  1.316  -0.004
C  2.283  1.013  -0.144  -0.391
N  2.848  -0.261  -0.732  0.094
C  2.137  -0.698  -1.821  -0.245
C  2.243  -0.117  -3.355  -0.059
C  1.086  -1.982  -1.609  -0.061
O  1.118  1.566  -0.852  -0.118
N  0.557  2.594  -0.168  0.017
O  0.777  3.571  -0.906  0.009
C  3.548  2.107  -0.113  -0.354
O  3.484  3.309  0.471  -0.156
O  4.844  1.702  -0.751  -0.288
H  3.571  -5.829  1.568  0.078
H  2.536  -4.423  0.692  0.067
H  1.688  -6.079  1.097  0.071
H  2.454  -5.642  3.736  0.096
H  2.607  -3.816  3.233  0.096
H  0.097  -4.797  4.317  0.099
H  -0.110  -5.551  2.514  0.105
H  -1.190  -3.221  2.347  0.102
H  0.507  -3.222  1.494  0.088
H  -0.151  -2.071  4.591  0.112
H  1.561  -1.972  3.740  0.105
H  0.332  0.383  3.491  0.108
H  -1.101  -0.540  2.554  0.108
H  1.683  -1.390  1.362  0.105
H  0.179  -0.438  0.530  0.120
H  2.721  0.677  1.911  0.141
H  2.810  0.917  -3.319  0.097
H  2.682  -0.877  -4.133  0.074
H  1.128  0.110  -3.714  0.089
H  -0.024  -1.639  -1.447  0.089
H  1.170  -2.672  -2.558  0.058
H  1.525  -2.579  -0.674  0.066
C  3.602  6.336  -1.104  -0.070
C  3.842  6.499  -2.566  -0.319
O  3.907  7.897  -2.736  0.134
C  4.377  8.377  -1.550  -0.516
O  4.826  9.500  -1.396  0.124
O  4.292  7.441  -0.555  0.072
F  2.794  6.032  -3.281  0.083
H  2.542  6.402  -0.838  0.118
H  4.002  5.394  -0.719  0.137
H  4.771  6.042  -2.922  0.181
C  1.525  9.302  1.206  -0.066
C  1.061  8.030  0.584  -0.334
O  -0.335  8.197  0.493  0.150
C  -0.524  9.540  0.365  -0.502
O  -1.565  10.052  -0.012  0.135
O  0.599  10.244  0.703  0.075
F  1.312  6.977  1.394  0.097
H  1.467  9.285  2.299  0.150
H  2.546  9.561  0.912  0.143
H  1.475  7.840  -0.413  0.155
C  0.534  -3.131  -7.553  -0.080
C  1.955  -2.936  -7.145  -0.333
O  1.928  -3.138  -5.750  0.131
C  0.900  -4.007  -5.538  -0.501
O  0.735  -4.632  -4.503  0.142
O  0.080  -4.100  -6.629  0.072
F  2.355  -1.667  -7.383  0.081
H  -0.065  -2.220  -7.448  0.150
H  0.443  -3.495  -8.579  0.143
H  2.655  -3.641  -7.606  0.177
C  -5.322  -4.905  4.140  -0.077
C  -4.360  -5.113  3.021  -0.327
O  -3.141  -4.632  3.540  0.124
C  -3.224  -4.835  4.885  -0.495
O  -2.268  -4.803  5.642  0.139
O  -4.508  -5.087  5.282  0.076
F  -4.695  -4.358  1.951  0.077
H  -5.744  -3.894  4.154  0.138
H  -6.142  -5.628  4.124  0.147
H  -4.244  -6.159  2.718  0.177
C  -8.039  -1.269  -0.122  -0.077
C  -6.619  -1.074  0.286  -0.329
O  -6.646  -1.277  1.681  0.145
C  -7.673  -2.146  1.893  -0.498
O  -7.839  -2.771  2.928  0.135
O  -8.493  -2.238  0.802  0.074
F  -6.218  0.195  0.048  0.086
H  -8.639  -0.359  -0.017  0.150
H  -8.131  -1.633  -1.149  0.145
H  -5.919  -1.779  -0.175  0.179

Properties
charge	-1
LUMO energy	1.63	eV



Record 2
DFT (ωB97M-V/def2-TZVPD) results for a 2-piece molecular cluster, CH3BrClP overall.

Last column: natural (NBO) charge in e.
Positions of all 7 atoms, in Å:
C  1.077  0.783  0.803  -0.902
P  -0.007  1.050  1.973  0.698
Cl  -0.694  -1.912  -2.764  -0.285
Br  -1.892  0.206  1.118  -0.269
H  2.112  0.978  0.910  0.236
H  -1.595  -1.753  -1.804  0.284
H  0.999  0.650  -0.236  0.238

Properties
LUMO energy	-0.26	eV



Record 3
DFT (ωB97M-V/def2-TZVPD) results for CH2O4S as an isolated structure.

Last column: natural (NBO) charge in e.
Positions of all 8 atoms, in Å:
C  -1.628  -0.118  -0.236  0.725
O  -2.556  0.501  -0.148  -0.350
O  0.922  -0.878  -0.808  -1.003
O  1.969  1.216  -0.309  -0.903
O  -0.241  0.648  0.760  -0.900
S  1.114  0.169  0.117  2.237
H  -1.123  -0.917  -0.659  0.235
H  1.542  -0.622  1.283  -0.041

Properties
LUMO energy	-0.38	eV



Record 4
DFT (ωB97M-V/def2-TZVPD) results for C4H8NO as an isolated structure.

Last column: natural (NBO) charge in e.
Positions of all 14 atoms, in Å:
C  -1.959  0.329  0.308  -0.145
C  -0.922  1.104  0.048  -0.075
C  -1.137  -0.862  -0.295  -0.250
C  1.637  -0.320  0.496  0.251
N  -0.095  0.131  -0.470  -0.494
O  2.557  -0.135  -0.382  -0.619
H  -3.013  0.467  0.579  0.260
H  -0.836  2.140  0.371  0.248
H  -0.999  -1.725  0.277  0.228
H  -1.661  -1.197  -1.217  0.238
H  1.677  0.374  1.345  0.189
H  1.356  -1.251  0.830  0.198
H  0.492  0.164  -1.365  0.439
H  2.903  0.780  -0.524  0.530

Properties
charge	+1
LUMO energy	-4.13	eV